{"formula": "C5H7NO", "method": "ωB97M-V/def2-TZVPD", "total_charge": 0, "lumo_energy_ev": 0.59, "multiplicity": 1, "orbital_gap_ev": 10.8, "e_above_lowest_ev": 1.026, "symbols": ["O", "N", "C", "C", "C", "C", "C", "H", "H", "H", "H", "H", "H", "H"], "coordinates": [[0.0964, 1.6845, 0.6606], [1.1786, -1.2771, 1.8039], [-1.6602, 0.1143, 1.0746], [0.9564, -1.0741, 0.6864], [-0.3943, 0.6138, 0.4346], [1.2917, 0.2078, -1.5011], [0.3509, -0.4397, -0.4888], [-1.8116, 0.3848, 2.1152], [-0.3434, -1.1362, -0.9689], [-1.8305, -0.9518, 0.9661], [0.7211, 0.5110, -2.3807], [1.6958, 1.0969, -1.0332], [-2.3800, 0.6630, 0.4849], [2.1289, -0.3971, -1.8538]]}


{"formula": "C4H9N2O3", "method": "ωB97M-V/def2-TZVPD", "total_charge": -1, "lumo_energy_ev": 3.45, "multiplicity": 1, "orbital_gap_ev": 7.1, "e_above_lowest_ev": 5.190, "symbols": ["O", "O", "O", "N", "N", "C", "C", "C", "C", "H", "H", "H", "H", "H", "H", "H", "H", "H"], "coordinates": [[3.8613, -0.8847, -0.3565], [0.7974, 0.4508, 0.4096], [3.2919, 1.1886, 0.1753], [1.8261, -0.5728, 0.1379], [2.9751, -0.0108, -0.0066], [-1.3003, 1.3142, 0.0857], [-0.5248, 0.0060, 0.0674], [-1.0665, -0.9091, 1.1794], [-0.3690, -0.4795, -1.3760], [-0.6750, 2.3414, 0.1681], [0.3579, -1.1901, -1.5694], [-0.2119, 0.3159, -2.0903], [-1.0812, -0.4806, 2.3112], [-2.0081, 1.3870, 0.9608], [-2.1556, -1.1016, 1.2038], [-1.9104, 1.3298, -0.8546], [-0.4730, -1.8030, 1.2973], [-1.3340, -0.9018, -1.7430]]}


{"formula": "C37H62F6NO20P", "method": "ωB97M-V/def2-TZVPD", "total_charge": -2, "lumo_energy_ev": 3.22, "multiplicity": 1, "orbital_gap_ev": 2.7, "e_above_lowest_ev": 0.000, "symbols": ["P", "F", "F", "F", "F", "F", "F", "O", "O", "O", "O", "O", "O", "O", "O", "O", "O", "O", "O", "O", "O", "O", "O", "O", "O", "O", "O", "N", "C", "C", "C", "C", "C", "C", "C", "C", "C", "C", "C", "C", "C", "C", "C", "C", "C", "C", "C", "C", "C", "C", "C", "C", "C", "C", "C", "C", "C", "C", "C", "C", "C", "C", "C", "C", "C", "H", "H", "H", "H", "H", "H", "H", "H", "H", "H", "H", "H", "H", "H", "H", "H", "H", "H", "H", "H", "H", "H", "H", "H", "H", "H", "H", "H", "H", "H", "H", "H", "H", "H", "H", "H", "H", "H", "H", "H", "H", "H", "H", "H", "H", "H", "H", "H", "H", "H", "H", "H", "H", "H", "H", "H", "H", "H", "H", "H", "H", "H"], "coordinates": [[-0.2805, -0.4044, 0.6574], [-1.4604, -1.4978, 0.2922], [0.8687, 0.6782, 0.9594], [0.2842, -0.4859, -0.8717], [0.6402, -1.6596, 1.0718], [-1.3539, 0.7665, 0.2767], [-0.7599, -0.2443, 2.1906], [2.3138, -5.7754, 2.1748], [-5.1361, 4.9404, -1.6952], [3.4372, -0.8155, -1.6071], [3.3977, -0.6967, 0.6515], [0.3422, 4.3204, -6.0051], [0.7574, -4.7544, 0.9402], [-4.0318, -0.6133, -3.5280], [-3.0501, -3.8663, -2.3583], [-2.8505, -2.1959, 3.6389], [-1.9064, -3.9313, 2.5886], [1.6437, 4.9910, -4.3085], [-2.3906, -1.8172, -4.3972], [1.8181, -3.6257, 2.5947], [-4.4880, -2.2162, -5.0493], [-0.0217, 3.5891, -3.9102], [-3.6533, 4.4028, -0.0963], [2.9277, -2.6414, -0.4000], [2.1810, 3.2589, 3.3560], [-0.6318, -2.4949, 3.7815], [-4.5550, 2.7952, -1.3025], [3.0968, 4.1640, 2.8490], [3.6106, 5.6249, 0.9205], [-3.2845, -3.9942, 2.2437], [-0.7047, -0.1703, -4.2508], [-1.9785, -4.4617, -1.6907], [-1.7041, -0.9796, -3.4553], [3.6633, 6.8260, 1.8651], [3.2585, -3.0796, -1.7020], [-2.8472, -0.1129, -2.8942], [-4.8992, -2.0368, 2.4363], [-3.9461, -2.9560, 3.1659], [2.3161, 5.7717, 4.6544], [1.6905, -4.5759, 1.9211], [4.2642, 6.3461, 3.1780], [-3.8276, -4.8173, -3.0591], [-3.7165, -1.6122, -4.3686], [-2.5099, -5.8485, -1.2444], [4.4504, 4.5077, 4.7580], [1.3144, 4.7885, 1.1997], [1.9184, -6.7550, 1.1912], [-3.5716, -6.1518, -2.3054], [0.6094, -6.1370, 0.7129], [3.4530, 5.1943, 3.8180], [-3.0148, 3.2677, 1.9104], [1.8382, 4.6018, -2.9388], [2.8039, 4.4250, 1.4561], [3.1827, -1.8413, -2.5603], [0.6380, 4.2871, -4.8543], [-2.9844, 3.2304, 0.4011], [3.2562, -1.3105, -0.3388], [-4.4977, 4.1325, -1.0980], [1.7775, -8.0721, 1.9263], [0.5161, 3.8949, -2.6114], [3.1087, 3.2127, 0.5710], [-3.8376, 2.1227, -0.2741], [-1.6795, -2.8385, 3.3771], [2.4501, -4.2961, -2.1436], [0.6339, 2.6475, -1.7920], [2.8397, -5.2418, -1.7729], [1.0436, 5.6993, 1.7452], [-3.5553, -4.9359, -4.1159], [-1.1567, -4.6365, -2.4049], [3.9949, 2.6370, 0.8341], [0.5362, 4.0514, 1.4019], [-2.9728, -0.3602, -1.8389], [4.8629, 5.1535, 5.5455], [2.7663, -8.4005, 2.2480], [-5.3039, -1.2882, 3.1235], [3.9300, -1.9133, -3.3490], [4.6104, 5.3415, 0.5821], [4.1938, 7.2001, 3.8688], [1.5702, 4.9995, 4.8561], [5.3136, 6.0651, 3.0720], [1.4512, 1.9680, -2.0299], [1.1354, -8.0234, 2.8007], [0.4753, -6.3628, -0.3487], [1.7978, 6.5923, 4.1374], [4.2814, 7.6108, 1.4239], [-1.7038, -6.5722, -1.3811], [-4.8291, -4.3892, -3.0570], [-0.1613, 0.5088, -3.5868], [2.7272, -6.7982, 0.4598], [2.6439, 7.1475, 2.0882], [-1.5645, -3.8884, -0.8610], [-2.4065, 2.4195, 2.2350], [1.3984, -8.7967, 1.1978], [-4.5149, -6.4011, -1.8060], [-2.8791, -5.8602, -0.2230], [-4.4822, -3.4262, 3.9960], [2.1901, -1.6677, -2.9838], [-4.3668, -1.4860, 1.6585], [3.0338, 6.0396, 0.0803], [-3.1997, 1.3595, -0.6932], [2.2780, 2.5210, 0.4647], [4.0762, 3.5740, 5.1868], [-5.7793, -2.5094, 1.9953], [2.6287, 6.1907, 5.6168], [-2.6188, 4.2219, 2.2497], [4.2811, -3.4822, -1.6314], [-3.3532, -6.9963, -2.9548], [-1.2825, -1.5554, -2.6343], [2.7111, 3.9521, -2.8877], [2.5264, -4.3668, -3.2339], [-3.6763, -4.9945, 2.4278], [-0.2716, -6.5129, 1.2405], [-4.0113, 3.1333, 2.3365], [1.1724, 5.0092, 0.1264], [-1.9508, 3.0982, 0.0793], [3.2552, 3.5913, -0.4577], [-3.3653, -3.7101, 1.1915], [0.8762, 2.9252, -0.7597], [0.0411, -0.8124, -4.7221], [-1.1714, 0.4588, -5.0089], [1.4123, -4.1265, -1.8480], [5.3117, 4.1347, 4.1894], [-0.1150, 4.6087, -2.0754], [-0.3300, 2.1651, -1.6261], [1.9465, 5.4697, -2.2949], [-2.6762, 0.9587, -2.9757], [-4.5036, 1.7044, 0.4847]]}


{"formula": "C16H13B2Cl2F7N4O2S3V", "method": "ωB97M-V/def2-TZVPD", "total_charge": -2, "lumo_energy_ev": [4.64, 4.64], "multiplicity": 4, "orbital_gap_ev": [5.8, 6.4], "e_above_lowest_ev": 0.146, "symbols": ["V", "Cl", "Cl", "S", "S", "S", "F", "F", "F", "F", "F", "F", "F", "O", "O", "N", "N", "N", "N", "C", "C", "C", "C", "C", "C", "C", "C", "C", "C", "C", "C", "C", "C", "C", "C", "B", "B", "H", "H", "H", "H", "H", "H", "H", "H", "H", "H", "H", "H", "H"], "coordinates": [[0.3867, 0.6507, 0.0039], [0.3637, -2.6340, -3.6433], [0.6842, 0.1815, -4.3611], [-0.0627, -1.8820, 0.6308], [0.3186, 1.2518, 2.5279], [0.6644, 3.0256, -0.8157], [3.3743, 0.0909, -1.2614], [-3.1648, 3.8366, -5.2747], [-2.3716, 2.8252, -0.7674], [-0.4868, 4.1708, -5.6707], [-4.0733, 3.1545, -2.7924], [3.5754, 0.9126, 0.7773], [1.2394, 3.8228, -3.6696], [-2.0975, -1.0331, -2.9562], [-0.9780, 0.2557, -1.4994], [2.5026, -2.6627, 0.9473], [-2.1401, 0.0784, 2.6168], [1.6405, -2.0041, 2.8381], [-0.6170, -1.0670, 3.6671], [-0.9426, 3.8263, -4.4485], [1.3735, -2.1741, 1.5292], [2.6389, -2.9941, -0.4572], [-1.8538, 3.1272, -1.9653], [-2.7351, 1.0255, 1.6966], [-1.7986, -1.7692, 3.7351], [2.9571, -2.3393, 3.0566], [-0.8274, 0.0607, 2.9590], [-2.7484, -1.0692, 3.0817], [-2.2988, 3.6540, -4.2572], [0.3039, -0.9596, -3.0415], [-0.0623, 3.6402, -3.3989], [3.5001, -2.7493, 1.8913], [-1.0842, -0.5807, -2.4521], [-0.4715, 3.2733, -2.1136], [-2.7514, 3.3032, -2.9995], [0.7508, -1.6344, 4.0967], [2.6600, 0.5030, -0.1493], [0.5308, -2.6653, 4.7111], [-2.5637, 0.7162, 0.6633], [-1.8487, -2.7220, 4.2293], [-2.2776, 2.0001, 1.8455], [3.4629, -3.7000, -0.5617], [4.4973, -3.0627, 1.6400], [1.3787, -0.8435, 4.7586], [1.0882, -0.8499, -2.2982], [1.7141, -3.4432, -0.8108], [-3.8068, 1.0765, 1.8872], [3.3958, -2.2400, 4.0331], [-3.7845, -1.2814, 2.8888], [2.8454, -2.1023, -1.0464]]}


{"formula": "C8H8Cl2Si", "method": "ωB97M-V/def2-TZVPD", "total_charge": 0, "lumo_energy_ev": 0.61, "multiplicity": 1, "orbital_gap_ev": 9.9, "e_above_lowest_ev": 3.636, "symbols": ["Cl", "Cl", "Si", "C", "C", "C", "C", "C", "C", "C", "C", "H", "H", "H", "H", "H", "H", "H", "H"], "coordinates": [[4.0931, 0.4396, 0.0006], [2.2054, -1.8611, -0.0974], [1.1397, 2.5110, -0.2058], [-1.7678, -1.0743, -1.0654], [0.0309, -0.0391, 0.0141], [-2.3808, -1.4750, 0.1697], [-1.5476, -1.3227, 1.2574], [-0.4442, -0.5087, 1.2301], [2.4182, -0.0988, 0.0138], [-0.6060, -0.3732, -1.1221], [1.3258, 0.6490, -0.0391], [1.5424, 2.8096, -1.5238], [-0.2443, 2.7127, -0.2529], [0.2322, -0.5267, 2.0900], [-2.3810, -1.3939, -1.9836], [-0.3625, 0.1231, -2.0800], [-3.1463, -2.2287, 0.3652], [-1.8604, -1.6278, 2.3284], [1.7533, 3.2849, 0.9009]]}


{"formula": "C3H2ClFOS", "method": "ωB97M-V/def2-TZVPD", "total_charge": 0, "lumo_energy_ev": -0.81, "multiplicity": 1, "orbital_gap_ev": 8.7, "e_above_lowest_ev": 1.474, "symbols": ["Cl", "S", "F", "O", "C", "C", "C", "H", "H"], "coordinates": [[-2.2710, 0.4713, 0.0688], [0.4144, 2.5249, 1.2476], [-1.2282, -1.5116, -1.6566], [1.6273, 0.3676, 0.6630], [-0.5709, 0.0598, -0.0160], [-0.3465, -1.0052, -0.8636], [0.4378, 1.0705, 0.6102], [0.6780, -1.3621, -0.7900], [1.2591, -0.6151, 0.7367]]}


{"formula": "C3H6O", "method": "ωB97M-V/def2-TZVPD", "total_charge": 0, "lumo_energy_ev": 0.99, "multiplicity": 1, "orbital_gap_ev": 11.0, "e_above_lowest_ev": 1.012, "symbols": ["O", "C", "C", "C", "H", "H", "H", "H", "H", "H"], "coordinates": [[-1.6787, -0.8815, 0.0634], [0.1200, 0.6941, 0.0706], [-1.3614, 0.3165, -0.0607], [0.9089, -0.6458, -0.0138], [2.0166, -0.5276, -0.1930], [0.8957, -1.3452, 0.8513], [0.5101, -1.2655, -0.9844], [-2.1482, 1.1508, -0.1784], [0.2460, 1.0268, 1.1041], [0.4909, 1.4774, -0.6591]]}


{"formula": "C14H42O7", "method": "ωB97M-V/def2-TZVPD", "total_charge": 1, "lumo_energy_ev": [-2.80, -9.47], "multiplicity": 2, "orbital_gap_ev": [9.3, 2.6], "e_above_lowest_ev": 2.135, "symbols": ["O", "O", "O", "O", "O", "O", "O", "C", "C", "C", "C", "C", "C", "C", "C", "C", "C", "C", "C", "C", "C", "H", "H", "H", "H", "H", "H", "H", "H", "H", "H", "H", "H", "H", "H", "H", "H", "H", "H", "H", "H", "H", "H", "H", "H", "H", "H", "H", "H", "H", "H", "H", "H", "H", "H", "H", "H", "H", "H", "H", "H", "H", "H"], "coordinates": [[-0.1291, -20.0468, 10.7990], [-1.9572, -24.6300, 9.9728], [5.8801, -24.8477, 12.4108], [-0.4533, -28.7344, 14.9355], [-1.3630, -23.3044, 16.5850], [-0.1403, -22.7208, 11.2313], [3.9265, -18.6916, 10.6192], [5.2615, -26.0322, 12.1346], [-1.7614, -25.3681, 15.3108], [3.4969, -20.4809, 11.9697], [-1.5094, -25.1908, 8.7045], [-1.0169, -24.0209, 15.4003], [3.7958, -25.9415, 12.5064], [3.8344, -18.9818, 12.0141], [-1.1589, -19.1624, 11.1389], [-1.6799, -28.6938, 12.8958], [-0.6256, -17.7030, 11.1348], [0.8750, -23.1984, 12.0787], [-2.5224, -26.2128, 8.1282], [0.7245, -24.7866, 12.2148], [-0.3005, -28.7504, 13.5498], [-1.4319, -28.6108, 11.8376], [0.6608, -22.7380, 13.0432], [-2.1108, -29.6794, 13.0720], [1.2713, -25.2218, 13.0513], [0.4214, -28.6225, 15.3149], [-1.4321, -19.4909, 12.1416], [-0.2840, -25.0193, 12.5566], [-1.4078, -23.8692, 10.1752], [1.0889, -25.3610, 11.3631], [3.3568, -21.0692, 12.8766], [-0.0003, -17.6402, 12.0253], [-1.4324, -25.9141, 14.4266], [3.3704, -25.2946, 11.7391], [6.8288, -24.8336, 12.5573], [-0.5112, -25.5710, 8.9215], [-2.5550, -27.0470, 8.8290], [3.6322, -17.7802, 10.5534], [-3.4370, -25.6727, 7.8836], [0.0393, -24.2794, 15.3247], [0.2430, -29.6562, 13.2811], [2.5071, -20.5606, 11.5202], [2.9860, -18.3394, 12.2503], [5.4299, -26.1675, 11.0662], [1.8431, -22.8880, 11.6855], [-0.0164, -21.7707, 11.1720], [-0.0336, -17.4443, 10.2569], [4.7862, -18.7488, 12.4914], [-1.6867, -26.0196, 16.1814], [-1.3996, -16.9363, 11.1700], [-2.2465, -27.8018, 13.1632], [-1.9686, -19.2967, 10.4217], [-1.3250, -24.4247, 7.9514], [-2.8415, -25.3222, 15.1712], [0.3641, -27.9459, 13.2348], [3.6212, -25.4451, 13.4609], [5.7740, -26.8136, 12.6958], [4.0550, -21.1326, 11.2974], [-1.1439, -23.4156, 14.5028], [0.2425, -19.8345, 9.9397], [-2.2470, -22.9475, 16.4721], [3.2022, -26.8205, 12.2554], [-2.1798, -26.6442, 7.1876]]}


Computed DFT total energy, in the same sequence as the records: -8835.177, -13412.176, -107414.929, -130480.193, -41346.132, -31263.613, -5254.683, -29518.486 eV.